Record 1
Molecular formula: C50H76AlO27
Method: DFT, the ωB97M-V functional and the def2-TZVPD basis

The geometry in XYZ format:
```
154
Properties=species:S:1:pos:R:3:forces:R:3
Al 9.712 -4.472 31.063 0.6 0.8 -0.9
C 8.871 -3.366 26.200 -0.3 -0.1 0.2
C 8.809 -3.827 27.631 1.5 -1.2 4.4
O 8.224 -3.289 28.590 -1.7 2.3 -0.5
O 9.544 -4.806 27.993 1.2 -1.0 -1.3
H 8.585 -4.234 25.605 -0.1 0.3 -0.3
H 9.907 -3.118 25.968 -0.1 0.0 0.1
H 8.237 -2.489 26.070 0.0 -0.3 -0.2
O 11.749 -2.989 32.370 -0.3 -1.3 -0.4
H 11.810 -2.060 32.666 -0.9 -0.3 -0.6
O 17.603 -0.843 30.446 -2.4 -3.5 0.7
C 16.970 -1.915 30.628 3.5 3.4 -0.7
O 15.883 -2.215 29.934 -1.2 0.3 0.0
C 15.325 -3.486 30.298 1.6 -1.2 1.1
C 16.195 -3.992 31.492 0.1 0.3 0.4
C 17.390 -3.060 31.529 -0.4 0.4 -0.1
H 15.493 -4.131 29.436 -0.8 0.0 0.1
H 14.339 -3.466 30.764 -0.5 0.6 -1.2
H 16.553 -5.020 31.427 -0.5 0.0 -0.2
H 15.619 -3.858 32.408 0.0 -0.3 0.0
H 18.261 -3.583 31.133 0.2 0.5 0.0
H 17.600 -2.625 32.506 0.2 -0.3 0.0
O 9.278 -4.034 34.068 -0.7 0.8 -0.3
C 9.751 -3.441 34.997 1.2 -1.8 0.7
O 9.049 -2.668 35.858 -0.8 0.7 -0.6
C 9.878 -2.224 36.947 0.2 0.0 0.0
C 10.907 -3.288 37.005 1.6 -0.6 1.5
C 11.161 -3.675 35.583 -0.6 0.1 -1.1
H 9.329 -2.170 37.886 -0.4 0.1 -0.4
H 10.339 -1.260 36.727 -0.3 0.2 -0.2
H 10.509 -4.118 37.588 -0.1 -0.3 -0.3
H 11.787 -2.982 37.570 0.1 0.2 -0.1
H 11.505 -4.691 35.391 -0.4 -0.1 0.1
H 11.856 -3.089 34.982 0.1 0.5 0.3
O 11.029 -2.121 29.467 1.6 1.5 -0.2
C 12.008 -1.440 29.150 -2.2 -1.6 0.9
O 12.497 -1.548 27.926 0.2 0.0 -1.2
C 13.761 -0.827 27.772 -1.2 -1.2 -0.1
C 13.751 0.132 28.877 0.4 1.0 2.7
C 12.862 -0.482 29.987 -0.9 -0.9 -1.2
H 13.750 -0.310 26.812 0.3 -0.6 -0.1
H 14.498 -1.606 27.965 0.4 0.4 -0.8
H 13.291 1.085 28.616 0.4 0.1 -0.1
H 14.773 0.208 29.250 0.0 0.7 -0.1
H 12.191 0.204 30.503 0.3 0.1 0.0
H 13.306 -1.169 30.707 0.5 0.3 0.1
O 6.813 -4.356 32.129 -0.6 0.2 -0.2
C 5.853 -4.096 32.815 2.2 0.3 1.5
O 4.628 -4.469 32.549 -0.8 -1.1 -1.5
C 3.753 -4.167 33.617 -0.6 1.5 0.4
C 4.410 -2.947 34.283 -0.6 -0.8 0.7
C 5.860 -3.359 34.184 0.4 0.7 -1.7
H 3.709 -5.005 34.314 -0.2 -0.1 -0.1
H 2.782 -3.895 33.204 0.0 -0.5 0.0
H 4.010 -2.831 35.290 0.2 0.1 0.1
H 4.189 -2.033 33.730 0.1 -0.1 -0.1
H 6.238 -4.024 34.961 0.0 0.1 0.0
H 6.516 -2.510 33.995 0.3 -0.1 0.6
O 12.342 -5.029 29.641 2.7 -1.7 -3.2
C 12.942 -5.567 28.658 -2.3 1.4 4.1
O 14.173 -6.170 28.801 -1.5 1.9 1.1
C 14.432 -6.958 27.682 0.5 -1.4 -1.2
C 13.579 -6.408 26.540 -0.2 -0.7 -0.1
C 12.381 -5.789 27.302 0.9 0.1 -1.7
H 14.167 -7.975 27.971 -0.3 -0.2 -0.3
H 15.504 -6.997 27.488 0.0 0.4 0.0
H 13.294 -7.171 25.816 -0.1 -0.3 0.3
H 14.146 -5.718 25.915 -0.1 0.5 0.4
H 11.474 -6.392 27.349 0.2 -0.2 0.2
H 12.085 -4.895 26.754 -0.2 0.3 0.7
O 11.290 -7.678 39.125 -0.6 0.5 -2.8
C 11.050 -7.552 37.932 1.2 -0.8 1.4
O 9.910 -6.929 37.469 0.3 -0.6 0.1
C 9.731 -7.170 36.056 1.2 0.6 -0.7
C 10.745 -8.216 35.679 0.4 -0.6 -0.2
C 11.904 -8.051 36.678 -1.8 0.2 0.2
H 10.044 -6.295 35.487 -0.4 0.5 0.2
H 8.715 -7.420 35.749 -0.1 0.0 0.7
H 11.050 -8.093 34.640 -0.2 -0.2 0.1
H 10.319 -9.209 35.824 0.1 -0.2 -0.1
H 12.628 -7.292 36.381 -0.1 0.2 0.1
H 12.416 -9.012 36.708 0.0 0.2 1.0
O 8.397 -6.839 32.175 -1.1 -1.9 1.5
C 7.621 -7.621 32.744 2.2 2.5 -2.9
O 7.851 -8.950 32.776 1.7 1.2 -1.3
C 6.891 -9.592 33.513 -1.4 -1.0 1.6
C 5.782 -8.573 33.714 -2.4 -2.0 1.7
C 6.291 -7.283 33.318 1.0 2.0 -0.8
H 7.331 -9.888 34.465 0.0 -0.2 0.1
H 6.489 -10.481 33.028 0.4 0.0 -0.3
H 5.436 -8.574 34.748 0.0 -0.1 0.1
H 4.907 -8.885 33.145 0.0 0.2 -0.2
H 6.490 -6.519 34.069 -0.2 -0.2 0.4
H 5.682 -6.777 32.568 0.3 0.0 -0.2
O 8.795 -1.646 31.925 0.5 2.1 0.9
C 8.771 -0.627 32.608 -0.2 -1.9 -0.3
O 7.573 -0.148 33.007 -0.8 -0.1 -0.7
C 7.649 0.754 34.095 1.3 0.1 0.8
C 9.087 1.314 34.044 0.1 -0.8 0.1
C 9.868 0.178 33.327 -0.7 0.2 -0.4
H 7.559 0.161 35.006 -0.3 0.0 0.1
H 6.872 1.518 34.084 0.0 -0.2 -0.4
H 9.505 1.342 35.050 -0.2 0.8 0.0
H 9.081 2.280 33.539 0.4 -0.1 0.0
H 10.297 -0.490 34.074 0.0 -0.2 0.0
H 10.687 0.501 32.683 -0.2 0.0 -0.1
O 10.526 -7.175 30.048 -0.8 -2.2 -0.6
C 10.225 -8.296 29.620 1.4 2.8 -0.1
O 11.263 -9.151 29.292 -0.2 1.9 1.1
C 10.826 -10.373 28.782 -1.4 -0.5 0.2
C 9.316 -10.380 29.087 -1.2 0.2 -0.8
C 8.885 -8.903 29.265 1.0 -0.9 1.0
H 11.250 -11.184 29.374 0.5 0.0 -0.5
H 11.089 -10.392 27.724 -0.1 -0.4 0.0
H 9.136 -10.992 29.971 -0.2 0.2 0.0
H 8.682 -10.716 28.267 0.4 -0.8 0.1
H 8.188 -8.740 30.087 0.1 0.1 -0.1
H 8.416 -8.529 28.356 0.4 0.4 0.1
O 7.268 -6.065 29.705 -1.6 0.8 -0.9
C 6.185 -6.161 29.130 4.0 0.5 1.8
O 5.659 -7.378 29.143 1.4 -0.4 0.4
C 4.512 -7.417 28.427 -4.0 -0.7 -0.2
C 4.296 -6.065 27.740 0.0 -0.6 -0.8
C 5.390 -5.177 28.331 -1.0 -0.3 -0.9
H 3.711 -7.600 29.143 -0.4 0.2 0.2
H 4.417 -8.322 27.827 0.7 0.2 -0.6
H 3.295 -5.648 27.857 0.1 -0.2 0.1
H 4.480 -6.190 26.673 -0.2 0.1 -0.1
H 4.903 -4.364 28.871 0.7 0.0 0.4
H 5.929 -4.804 27.460 0.6 0.4 0.7
O 11.290 -6.282 33.123 1.7 -0.9 -0.9
C 12.355 -6.775 32.738 -0.7 2.1 -0.3
O 12.510 -8.039 32.365 -1.1 0.3 1.4
C 13.850 -8.249 31.994 1.2 -2.2 -1.3
C 14.721 -7.186 32.589 0.7 0.9 -0.4
C 13.730 -6.074 32.575 -0.7 1.6 1.7
H 13.793 -8.235 30.906 0.6 0.3 -0.2
H 14.147 -9.264 32.257 -0.2 0.0 0.2
H 15.601 -6.885 32.019 -0.2 -0.5 -0.6
H 15.163 -7.315 33.577 -0.6 -0.7 0.2
H 13.823 -5.354 31.762 -0.6 -0.6 -0.5
H 13.906 -5.416 33.425 -0.4 0.0 0.3
O 3.537 -1.965 27.838 2.4 1.3 2.4
C 4.426 -1.517 28.582 -1.1 -0.6 -1.9
O 4.461 -1.728 29.930 -0.5 -0.9 -0.2
C 5.795 -1.549 30.452 0.4 1.0 -0.3
C 6.322 -0.436 29.552 0.4 0.1 0.1
C 5.701 -0.724 28.178 -0.3 -0.7 1.4
H 6.379 -2.469 30.475 -0.2 -0.1 -0.4
H 5.805 -1.121 31.454 -0.7 -0.5 0.2
H 7.411 -0.401 29.536 0.0 0.0 0.0
H 5.948 0.469 30.030 0.0 0.3 -0.4
H 6.389 -1.450 27.744 -0.2 0.1 -0.6
H 5.501 0.148 27.555 0.0 -0.3 -0.1
```
Positions in Å, forces in eV/Å.

Values from the calculation:
HOMO-LUMO gap   4.26 eV
Charge   +1

***

Record 2
Molecular formula: CClFN2O4
Method: DFT, the ωB97M-V functional and the def2-TZVPD basis

The geometry in XYZ format:
```
9
Properties=species:S:1:pos:R:3:forces:R:3
C 0.439 0.022 0.415 -2.5 -0.7 2.0
N -0.410 -1.285 -0.178 3.4 3.3 0.7
N -0.170 1.220 -0.360 -0.4 -1.2 1.8
O -0.268 -1.221 -1.351 -0.9 -1.3 -2.2
O -0.880 -2.046 0.571 -1.0 -1.1 0.6
O 0.581 1.840 -1.037 -0.4 0.9 -0.8
O -1.336 1.365 -0.036 0.8 0.6 -1.4
F -0.104 0.171 1.664 1.7 -0.3 -0.9
Cl 2.148 -0.067 0.311 -0.7 -0.3 0.2
```
Positions in Å, forces in eV/Å.

Values from the calculation:
HOMO-LUMO gap   10.79 eV
Energy relative to the best compared isomer or geometry (same formula, charge and spin)   21.1 kJ/mol

***

Record 3
Molecular formula: C3H7N3S
Method: DFT, the ωB97M-V functional and the def2-TZVPD basis

The geometry in XYZ format:
```
14
Properties=species:S:1:pos:R:3:forces:R:3
C 0.836 0.914 -0.026 -0.1 0.2 0.2
C 0.302 -0.368 -0.542 -2.4 0.8 0.8
C 0.509 -1.656 0.174 0.1 0.0 -0.2
N -1.504 1.398 0.176 -1.5 -0.4 0.4
N -0.283 1.891 -0.016 1.0 0.0 -0.6
N -1.630 0.185 -0.031 4.9 1.3 -0.8
S -2.765 -0.892 0.028 -1.9 -1.4 0.2
H 1.245 0.802 0.986 0.0 -0.1 -0.1
H 1.598 1.348 -0.679 0.0 -0.1 0.1
H 0.139 -0.413 -1.610 0.1 0.0 -0.1
H 0.326 -2.490 -0.498 0.0 -0.1 0.1
H -0.176 -1.761 1.020 -0.1 0.1 0.0
H 1.528 -1.726 0.564 0.0 0.0 -0.1
H -0.123 2.770 0.454 -0.2 -0.2 0.0
```
Positions in Å, forces in eV/Å.

Values from the calculation:
HOMO-LUMO gap   8.00 eV
Energy relative to the best compared isomer or geometry (same formula, charge and spin)   392.3 kJ/mol